H13O6 | ωB97M-V/def2-TZVPD

Geometry (Å):
O (0.527, -0.226, -0.725)
H (-0.098, -0.544, -1.438)
H (1.374, -0.759, -0.858)
O (-0.495, 2.518, -0.816)
H (-0.130, 3.124, -1.501)
H (0.224, 1.787, -0.736)
O (-0.954, 2.100, 1.982)
H (-0.820, 2.404, 1.090)
H (-1.285, 2.827, 2.601)
O (-0.732, -2.818, 1.829)
H (-1.331, -3.196, 2.542)
H (-0.511, -3.658, 1.261)
O (1.614, -0.521, -3.629)
H (2.318, -1.141, -3.803)
H (1.121, -0.721, -4.390)
O (0.032, -0.307, 1.631)
H (-0.222, -1.099, 2.165)
H (-0.157, -0.268, 0.668)
H (-0.474, 0.498, 2.128)

The total charge is +1. For the HOMO energy, the calculation gives -0.5521 hartree. The HOMO-LUMO gap is 11.8789 eV. As for the LUMO energy: -0.1156 hartree. As for the largest force on an atom: 4.94 eV/Å. The energy is -458.971922 hartree.

H13O6S | ωB97M-V/def2-TZVPD

Geometry (Å):
S (-1.220, 0.623, 2.099)
H (-2.099, 1.505, 1.599)
H (0.475, 0.908, -0.777)
H (1.142, 1.574, 0.331)
O (1.350, 1.241, -0.517)
H (-0.978, -0.736, -0.827)
H (-1.100, 0.483, -0.071)
O (-1.005, 0.257, -0.966)
H (2.301, 0.046, -0.571)
H (2.596, -0.685, -1.828)
O (2.855, -0.709, -0.919)
H (-0.688, -2.016, 1.812)
H (0.242, -2.823, 0.903)
O (-0.674, -2.680, 1.110)
H (-2.893, 3.458, -1.686)
H (-3.435, 3.241, -0.346)
O (-3.614, 3.783, -1.121)
H (2.481, -2.719, 1.284)
H (2.314, -1.976, -0.010)
O (1.952, -2.775, 0.501)

The total charge is -1. For the HOMO energy, the calculation gives -0.1441 hartree. The HOMO-LUMO gap is 7.3338 eV. As for the LUMO energy: 0.1254 hartree. As for the largest force on an atom: 3.91 eV/Å. The energy is -857.494688 hartree.

H13O6S | ωB97M-V/def2-TZVPD

Geometry (Å):
S (0.330, -0.757, -0.461)
H (0.022, -0.324, -1.751)
H (2.602, -2.724, 1.187)
H (1.474, -3.541, 1.929)
O (2.520, -3.429, 1.816)
H (-0.352, 5.695, 0.075)
H (-0.111, 4.817, -1.095)
O (-0.018, 5.717, -0.846)
H (-2.187, 0.252, 2.189)
H (-3.201, 1.288, 1.666)
O (-3.039, 0.692, 2.391)
H (-0.310, 1.098, 0.514)
H (-0.708, 2.482, 0.039)
O (-0.852, 1.902, 0.797)
H (3.523, -1.225, -2.474)
H (2.258, -0.608, -2.632)
O (2.954, -0.976, -3.195)
H (-1.401, -2.010, 0.196)
H (-2.328, -3.238, 0.677)
O (-2.135, -2.637, -0.106)

Its multiplicity is 2. For the HOMO energy (spin up / spin down), the calculation gives -0.4141 / -0.4141 hartree. The HOMO-LUMO gap (spin up / spin down) is 10.7538 / 6.8671 eV. As for the LUMO energy (spin up / spin down): -0.0189 / -0.1617 hartree. As for the largest force on an atom: 3.91 eV/Å. The energy is -857.306312 hartree.

H14KO7 | ωB97M-V/def2-TZVPD

Geometry (Å):
K (-0.298, -0.530, 0.370)
O (0.925, 1.050, -2.472)
H (0.832, 1.278, -1.547)
H (1.863, 0.905, -2.591)
O (2.468, -0.794, 0.603)
H (2.813, -1.605, 0.230)
H (3.053, -0.111, 0.276)
O (-2.440, 1.095, 1.652)
H (-3.216, 1.285, 1.126)
H (-2.784, 0.701, 2.454)
O (0.278, -2.370, -1.664)
H (0.400, -1.813, -2.433)
H (1.154, -2.704, -1.469)
O (-0.258, -1.070, 2.934)
H (0.059, -1.892, 3.307)
H (-0.923, -0.767, 3.553)
O (1.032, 2.041, 0.045)
H (1.660, 2.043, 0.767)
H (0.564, 2.872, 0.132)
O (-2.032, 0.014, -1.847)
H (-2.858, -0.381, -2.126)
H (-2.293, 0.753, -1.299)

The total charge is +1. For the HOMO energy, the calculation gives -0.5191 hartree. The HOMO-LUMO gap is 10.9270 eV. As for the LUMO energy: -0.1176 hartree. As for the largest force on an atom: 0.81 eV/Å. The energy is -1134.864027 hartree.

H14LiO7 | ωB97M-V/def2-TZVPD

Geometry (Å):
Li (-0.176, 0.157, -0.232)
O (0.130, 1.059, 1.095)
H (0.442, 1.197, 1.989)
H (-0.003, 1.942, 0.749)
O (-1.689, -0.137, 0.196)
H (-2.199, 0.592, 0.548)
H (-2.297, -0.596, -0.384)
O (2.373, 0.704, 0.326)
H (1.652, 0.085, 0.211)
H (2.800, 0.736, -0.530)
O (0.094, 1.290, -1.121)
H (-0.376, 1.237, -1.953)
H (0.681, 2.039, -1.225)
O (-0.530, -0.748, -1.387)
H (-0.660, -1.657, -1.117)
H (-0.455, -0.789, -2.340)
O (0.915, -0.782, 0.156)
H (1.005, -1.330, 0.936)
H (1.186, -1.347, -0.567)
O (-0.808, -1.074, 1.878)
H (-1.445, -0.654, 1.301)
H (-0.641, -1.925, 1.472)

The total charge is +1. For the HOMO energy, the calculation gives -0.4882 hartree. The HOMO-LUMO gap is 9.2497 eV. As for the LUMO energy: -0.1483 hartree. As for the largest force on an atom: 10.23 eV/Å. The energy is -542.101566 hartree.

H14N3O16Zn2 | ωB97M-V/def2-TZVPD

Geometry (Å):
Zn (3.915, 2.915, -2.092)
Zn (-1.998, -3.199, -1.106)
N (0.196, 1.121, 0.886)
O (-0.330, 0.210, 0.226)
O (1.066, 1.671, 0.326)
O (-0.318, 1.625, 1.873)
N (-1.600, -4.999, 3.961)
O (-1.887, -6.106, 4.248)
O (-1.335, -4.295, 4.868)
O (-1.657, -4.589, 2.840)
N (-1.929, -2.623, -6.031)
O (-1.602, -1.787, -6.849)
O (-2.017, -2.255, -4.899)
O (-2.181, -3.781, -6.306)
O (1.098, -4.667, -1.708)
H (0.994, -5.617, -1.761)
H (1.957, -4.497, -2.094)
O (3.474, 6.173, -1.166)
H (3.933, 6.877, -1.625)
H (2.789, 6.619, -0.668)
O (4.200, -0.144, -3.442)
H (4.665, -0.877, -3.038)
H (4.122, -0.388, -4.364)
O (-5.232, -1.967, -0.172)
H (-5.443, -1.187, 0.341)
H (-6.025, -2.142, -0.680)
O (6.411, 2.432, 0.557)
H (6.152, 1.998, 1.370)
H (7.278, 2.792, 0.742)
O (-3.909, 5.653, 2.059)
H (-3.606, 5.531, 2.959)
H (-4.493, 6.411, 2.103)
O (-2.030, 0.740, 6.383)
H (-1.826, 1.189, 5.563)
H (-2.830, 1.163, 6.695)

The total charge is +1. For the HOMO energy, the calculation gives -0.3945 hartree. The HOMO-LUMO gap is 1.6588 eV. As for the LUMO energy: -0.3336 hartree. As for the largest force on an atom: 5.71 eV/Å. The energy is -4933.969781 hartree.

H14NO5 | ωB97M-V/def2-TZVPD

Geometry (Å):
N (0.439, 0.485, -0.331)
H (1.145, -0.272, -0.566)
H (-0.264, 0.584, -1.065)
H (0.750, 1.432, -0.078)
H (-0.084, 0.200, 0.506)
H (0.039, -3.728, 0.683)
H (-1.506, -3.497, 0.526)
O (-0.656, -3.086, 0.721)
H (1.467, -1.895, -2.068)
H (2.193, -2.410, -0.839)
O (1.778, -1.620, -1.201)
H (1.658, 3.882, 0.403)
H (0.385, 3.522, 1.118)
O (0.853, 3.361, 0.303)
H (-0.921, -0.671, 3.237)
H (-0.242, -1.666, 2.151)
O (-0.568, -0.771, 2.331)
H (-1.749, 1.826, -2.807)
H (-2.649, 2.100, -1.535)
O (-1.803, 1.748, -1.856)

The total charge is +1. For the HOMO energy, the calculation gives -0.5390 hartree. The HOMO-LUMO gap is 11.8541 eV. As for the LUMO energy: -0.1033 hartree. As for the largest force on an atom: 1.04 eV/Å. The energy is -439.146136 hartree.

H14O6S | ωB97M-V/def2-TZVPD

Geometry (Å):
S (-4.287, 0.253, 0.353)
H (-4.652, -0.423, -0.709)
H (-5.163, 1.239, 0.055)
H (-1.990, 0.987, 1.035)
H (-1.343, 0.838, 2.517)
O (-1.371, 0.376, 1.618)
H (1.144, -0.793, -2.874)
H (1.476, -0.951, -1.464)
O (0.737, -0.698, -2.021)
H (0.766, -2.168, 1.502)
H (-0.243, -0.871, 1.794)
O (0.795, -1.240, 1.845)
H (3.884, -1.836, 0.186)
H (2.346, -1.689, 0.513)
O (3.078, -1.383, -0.096)
H (-0.036, 1.727, -0.784)
H (-1.231, 0.721, -1.125)
O (-1.073, 1.666, -0.906)
H (2.867, 1.978, -0.211)
H (2.209, 0.636, -0.590)
O (2.088, 1.629, -0.637)

For the HOMO energy, the calculation gives -0.3634 hartree. The HOMO-LUMO gap is 10.2634 eV. As for the LUMO energy: 0.0138 hartree. As for the largest force on an atom: 3.80 eV/Å. Its SMILES is O.O.O.O.O.O.S. The energy is -857.982076 hartree.

H14O6S | ωB97M-V/def2-TZVPD

Geometry (Å):
S (0.922, 1.505, -1.573)
H (-0.341, 1.330, -1.174)
H (0.456, 2.321, -2.454)
H (0.936, -1.515, -2.653)
H (-0.395, -1.128, -2.284)
O (0.165, -1.114, -3.098)
H (2.114, 1.563, 1.817)
H (2.080, 0.460, 2.899)
O (1.750, 1.347, 2.686)
H (-1.447, 2.286, 2.197)
H (-0.183, 1.417, 1.872)
O (-1.139, 1.521, 1.699)
H (-1.434, 0.305, 0.567)
H (-2.527, -0.615, -0.240)
O (-1.609, -0.399, -0.096)
H (0.585, -1.730, 1.231)
H (0.273, -0.654, 0.340)
O (0.992, -1.290, 0.466)
H (-2.267, -2.161, 0.802)
H (-1.713, -3.477, 0.314)
O (-1.670, -2.867, 1.064)

The total charge is +1. Its multiplicity is 2. For the HOMO energy (spin up / spin down), the calculation gives -0.5221 / -0.5220 hartree. The HOMO-LUMO gap (spin up / spin down) is 10.3755 / 4.5707 eV. As for the LUMO energy (spin up / spin down): -0.1408 / -0.3541 hartree. As for the largest force on an atom: 2.24 eV/Å. The energy is -857.643319 hartree.

H14O7 | ωB97M-V/def2-TZVPD

Geometry (Å):
H (-1.040, -0.752, -0.455)
H (-1.872, -1.864, -1.037)
H (-3.915, -0.462, -1.118)
H (-3.169, -1.361, -2.111)
H (-1.231, -1.349, 2.105)
H (-0.818, -0.326, 3.126)
H (3.133, 0.476, -1.091)
H (2.084, -0.013, 0.025)
H (-1.912, 2.597, 0.714)
H (-0.835, 2.643, 1.799)
H (3.079, 2.476, -2.277)
H (1.905, 1.722, -2.198)
H (1.175, -1.502, 0.980)
H (1.523, -3.051, 1.261)
O (-1.135, -1.697, -0.427)
O (-3.052, -0.819, -1.348)
O (-0.564, -1.217, 2.775)
O (2.223, 0.307, -0.924)
O (-1.215, 3.124, 1.062)
O (2.116, 2.577, -2.392)
O (1.865, -2.179, 1.289)

For the HOMO energy, the calculation gives -0.3982 hartree. The HOMO-LUMO gap is 10.6923 eV. As for the LUMO energy: -0.0052 hartree. As for the largest force on an atom: 4.25 eV/Å. Its SMILES is O.O.O.O.O.O.O. The energy is -535.003807 hartree.

H14O7 | ωB97M-V/def2-TZVPD

Geometry (Å):
O (11.423, -6.046, 21.660)
H (10.978, -5.572, 22.347)
H (12.001, -5.374, 21.295)
O (11.685, -0.612, 21.190)
H (11.651, 0.317, 21.276)
H (12.588, -0.838, 21.250)
O (13.802, -4.489, 16.252)
H (13.557, -3.968, 16.982)
H (13.319, -4.112, 15.520)
O (11.736, -3.282, 20.868)
H (11.137, -3.348, 20.160)
H (11.793, -2.337, 21.118)
O (13.581, -3.309, 18.806)
H (13.023, -3.259, 19.596)
H (14.367, -3.806, 19.109)
O (12.559, -1.521, 16.190)
H (13.280, -1.855, 16.710)
H (11.908, -1.202, 16.815)
O (16.157, -4.834, 18.628)
H (17.048, -5.176, 18.699)
H (16.212, -4.010, 18.176)

For the HOMO energy, the calculation gives -0.3961 hartree. The HOMO-LUMO gap is 10.7652 eV. As for the LUMO energy: -0.0005 hartree. As for the largest force on an atom: 2.36 eV/Å. Its SMILES is O.O.O.O.O.O.O. The energy is -535.056798 hartree.